16
Properties=species:S:1:pos:R:3:forces:R:3 method="wB97M-V/def2-TZVPD" fmax_ha_per_bohr=0.07252 e_tot_ev=-24316.9684 total_charge=0 e_lumo_ha=-0.0135 e_above_lowest_kcal_mol=100.9
C 0.958 2.109 0.453 -0.77 -0.33 -0.45
C -0.269 1.629 -0.124 1.63 -0.80 1.00
C -0.112 0.286 -0.384 -1.26 -1.68 -0.92
C -2.999 -1.039 0.147 0.95 -2.17 -1.19
C 2.069 -1.073 -0.456 -0.45 1.46 -3.07
N 1.813 1.092 0.452 0.90 1.58 0.76
N 1.185 -0.020 -0.014 -1.28 3.43 -0.70
N -3.251 0.177 0.240 -0.19 0.29 0.11
O -2.831 -2.164 -0.050 -0.31 1.91 0.62
Cl -1.852 2.479 -0.205 1.07 0.38 -0.41
H 1.135 3.154 0.776 0.45 -1.10 -0.09
H 2.580 -1.347 0.368 1.83 -1.38 2.68
H 1.392 -1.831 -0.800 0.16 -0.66 -0.41
H 2.902 -0.772 -1.252 -2.20 -0.31 1.36
H -2.597 1.059 -0.293 -0.49 -0.75 0.83
H -3.752 0.459 1.079 -0.03 0.13 -0.11